{"formula": "C8H14NO", "method": "ωB97M-V/def2-TZVPD", "species": ["C", "C", "O", "C", "C", "C", "C", "C", "C", "N", "H", "H", "H", "H", "H", "H", "H", "H", "H", "H", "H", "H", "H", "H"], "coordinates": [[-1.76, -1.34, -2.56], [-1.67, -0.69, -1.22], [-1.31, -1.55, -0.16], [-1.76, 0.65, -1.06], [-1.64, 1.45, 0.10], [-0.99, 1.30, 1.29], [0.11, 0.42, 1.82], [1.27, 0.27, 1.21], [1.61, 0.69, -0.15], [2.26, -0.59, 1.95], [-1.94, -0.68, -3.48], [-2.50, -2.02, -2.62], [-0.97, -2.07, -2.87], [-1.87, -1.22, 0.50], [-2.02, 1.26, -1.82], [-2.20, 2.33, -0.16], [-1.25, 1.96, 2.03], [0.10, -0.05, 2.88], [1.44, 1.68, -0.16], [1.16, 0.21, -1.02], [2.78, 0.63, -0.28], [3.22, -0.52, 1.44], [2.09, -1.59, 2.03], [2.57, -0.29, 2.91]], "de_lowest_kcal_mol": 83.3, "total_energy_ha": -442.8541, "lumo_ev": -3.5477, "total_charge": 1, "smiles": "C/C(O)=C/C=C\\C=C(/C)[NH3+]", "homo_energy_ev": -11.57, "orbital_gap_ev": 8.0}

***

{"formula": "C3H7NO2", "method": "ωB97M-V/def2-TZVPD", "species": ["C", "N", "C", "O", "C", "O", "H", "H", "H", "H", "H", "H", "H"], "coordinates": [[-1.32, -1.61, 0.27], [-0.66, -0.39, -0.14], [0.65, -0.20, 0.14], [1.38, -1.07, 0.60], [1.21, 1.19, -0.11], [0.20, 2.15, -0.28], [-1.35, -2.36, -0.53], [-0.76, -2.02, 1.11], [-2.34, -1.39, 0.59], [-1.18, 0.40, -0.49], [1.89, 1.14, -0.97], [1.83, 1.39, 0.78], [0.46, 2.77, -0.98]], "de_lowest_kcal_mol": 18.7, "total_energy_ha": -323.7512, "lumo_ev": 0.6483, "total_charge": 0, "smiles": "CNC(=O)CO", "homo_energy_ev": -9.68, "orbital_gap_ev": 10.3}

***

{"formula": "C6H18KO3", "method": "ωB97M-V/def2-TZVPD", "species": ["K", "C", "C", "O", "H", "H", "H", "H", "H", "H", "C", "C", "O", "H", "H", "H", "H", "H", "H", "C", "C", "O", "H", "H", "H", "H", "H", "H"], "coordinates": [[-0.84, 0.37, -0.71], [1.57, 2.83, 0.15], [2.30, 2.47, -1.10], [1.40, 1.60, -1.78], [0.61, 3.25, -0.13], [2.10, 3.62, 0.68], [1.36, 1.99, 0.82], [3.27, 2.00, -0.95], [2.42, 3.39, -1.68], [1.75, 1.57, -2.68], [3.17, -1.48, -1.15], [2.29, -1.36, 0.12], [1.00, -1.63, -0.16], [2.76, -0.96, -2.01], [3.20, -2.53, -1.47], [4.17, -1.08, -1.02], [2.36, -0.32, 0.44], [2.71, -2.02, 0.87], [0.84, -2.56, -0.34], [-5.15, -0.88, 1.30], [-3.69, -0.80, 1.70], [-2.95, -1.29, 0.61], [-5.72, -0.43, 2.12], [-5.58, -1.86, 1.13], [-5.30, -0.42, 0.32], [-3.47, -1.47, 2.53], [-3.37, 0.19, 2.01], [-3.21, -2.19, 0.39]], "de_lowest_kcal_mol": 27.8, "total_energy_ha": -1064.8607, "lumo_ev": -3.0317, "total_charge": 1, "homo_energy_ev": -13.56, "orbital_gap_ev": 10.5}

***

{"formula": "C2HBrOS2", "method": "ωB97M-V/def2-TZVPD", "species": ["C", "C", "O", "S", "S", "Br", "H"], "coordinates": [[-0.64, 0.29, -1.30], [0.24, -0.28, 0.86], [-1.06, 0.57, -2.37], [0.02, -1.25, -0.66], [-0.41, 1.37, 0.16], [2.08, -0.18, 1.56], [-0.23, -0.52, 1.75]], "de_lowest_kcal_mol": 0.0, "total_energy_ha": -3522.4270, "lumo_ev": -0.5148, "total_charge": 0, "homo_energy_ev": -10.16, "orbital_gap_ev": 9.7}

***

{"formula": "C30H41NO22", "method": "ωB97M-V/def2-TZVPD", "species": ["C", "C", "C", "C", "C", "C", "C", "N", "C", "O", "C", "H", "H", "H", "H", "H", "H", "H", "H", "H", "H", "H", "H", "H", "O", "C", "O", "C", "C", "O", "H", "H", "H", "H", "O", "C", "O", "C", "C", "O", "H", "H", "H", "H", "O", "C", "O", "C", "C", "O", "H", "H", "H", "H", "O", "C", "O", "C", "C", "O", "H", "H", "H", "H", "O", "C", "O", "C", "C", "O", "H", "H", "H", "H", "O", "C", "O", "C", "C", "O", "H", "H", "H", "H", "O", "C", "O", "C", "C", "O", "H", "H", "H", "H"], "coordinates": [[-1.16, -1.54, 5.93], [-1.64, -1.28, 4.86], [-2.18, -0.96, 3.53], [-1.73, 0.46, 3.10], [-1.54, 0.63, 1.60], [-0.19, 0.12, 1.01], [1.00, -0.07, 1.96], [1.73, -1.28, 1.45], [1.05, -1.83, 0.33], [1.54, -2.65, -0.40], [-0.33, -1.21, 0.27], [-0.68, -1.59, 6.88], [-3.27, -1.03, 3.58], [-1.83, -1.73, 2.84], [-2.48, 1.17, 3.45], [-0.82, 0.70, 3.65], [-1.62, 1.69, 1.37], [-2.36, 0.15, 1.04], [0.12, 0.93, 0.34], [0.76, -0.27, 3.01], [1.71, 0.75, 1.92], [1.70, -1.99, 2.18], [-0.98, -1.85, 0.88], [-0.77, -1.08, -0.72], [-0.97, 3.77, 0.75], [0.01, 3.82, 0.07], [0.03, 4.25, -1.21], [1.41, 4.34, -1.63], [2.09, 3.36, -0.70], [1.24, 3.41, 0.46], [1.49, 4.05, -2.68], [1.76, 5.36, -1.50], [2.08, 2.34, -1.09], [3.10, 3.65, -0.43], [-2.05, -5.94, 4.45], [-1.12, -5.76, 3.74], [-1.19, -5.19, 2.51], [0.14, -4.94, 2.05], [0.95, -5.94, 2.84], [0.16, -6.10, 4.03], [0.21, -5.08, 0.98], [0.41, -3.91, 2.30], [1.03, -6.91, 2.34], [1.94, -5.59, 3.08], [-0.64, 3.47, -5.03], [-0.80, 2.59, -4.24], [-2.01, 2.17, -3.81], [-1.81, 0.96, -3.04], [-0.37, 1.10, -2.61], [0.20, 1.89, -3.66], [-2.52, 0.93, -2.22], [-1.98, 0.10, -3.69], [-0.28, 1.65, -1.67], [0.14, 0.14, -2.52], [-1.97, -2.09, -2.83], [-2.71, -2.61, -3.62], [-2.66, -3.90, -3.98], [-3.83, -4.20, -4.75], [-4.22, -2.83, -5.28], [-3.70, -1.96, -4.26], [-3.60, -4.92, -5.53], [-4.59, -4.62, -4.08], [-3.73, -2.60, -6.22], [-5.29, -2.69, -5.39], [4.90, 4.66, 0.07], [4.71, 4.59, 1.24], [4.43, 5.65, 2.04], [4.00, 5.15, 3.31], [4.63, 3.77, 3.34], [4.70, 3.44, 1.95], [4.35, 5.81, 4.10], [2.91, 5.11, 3.32], [5.65, 3.79, 3.75], [4.04, 3.04, 3.88], [-7.17, 5.06, -3.59], [-6.10, 4.85, -4.06], [-4.99, 5.58, -3.79], [-3.86, 4.89, -4.36], [-4.50, 4.07, -5.45], [-5.82, 3.86, -4.94], [-3.13, 5.61, -4.73], [-3.40, 4.28, -3.59], [-4.57, 4.61, -6.40], [-4.00, 3.12, -5.62], [4.53, -6.78, 3.13], [4.78, -5.67, 2.78], [4.14, -5.01, 1.78], [4.55, -3.64, 1.82], [5.89, -3.72, 2.52], [5.74, -4.89, 3.34], [4.61, -3.24, 0.81], [3.82, -3.07, 2.38], [6.72, -3.89, 1.82], [6.11, -2.86, 3.13]], "total_energy_ha": -2877.8030, "lumo_ev": 0.0233, "total_charge": 0, "smiles": "C#CCCC[C@H]1CNC(=O)C1.O=C1OCCO1.O=C1OCCO1.O=C1OCCO1.O=C1OCCO1.O=C1OCCO1.O=C1OCCO1.O=C1OCCO1", "homo_energy_ev": -10.10, "orbital_gap_ev": 10.1}

***

{"formula": "C3H5NO", "method": "ωB97M-V/def2-TZVPD", "species": ["C", "O", "C", "C", "N", "H", "H", "H", "H", "H"], "coordinates": [[-1.25, 0.52, 0.24], [-0.48, 0.21, -0.91], [0.56, -0.69, -0.66], [1.69, -0.03, 0.04], [2.55, 0.50, 0.59], [-1.65, 1.52, 0.10], [-0.64, 0.52, 1.15], [-2.07, -0.19, 0.36], [0.92, -1.05, -1.63], [0.24, -1.55, -0.07]], "de_lowest_kcal_mol": 26.4, "total_energy_ha": -247.2651, "lumo_ev": 0.8130, "total_charge": 0, "smiles": "COCC#N", "homo_energy_ev": -10.91, "orbital_gap_ev": 11.7}